[1]
Formula: C4H5Br2O3S
Source: OMol25
Level of theory: wB97M-V/def2-TZVPD

XYZ file:
```
15
Properties=species:S:1:pos:R:3:lowdin_charge:R:1
C 1.10537 -1.12353 -2.04522 -0.6477
C -0.24143 0.27872 0.26253 -0.3099
C 0.45699 -0.61590 -0.53020 -0.5385
C -0.92836 1.61764 -0.05210 -0.0729
O 1.02538 -0.35862 2.50372 -0.4753
O -0.81370 1.20872 2.61884 -0.3421
O -1.34544 -1.15012 2.31559 -0.4006
S -0.38328 -0.03974 2.15323 0.3636
Br 0.98817 -2.23929 0.46246 0.7177
Br 0.64126 0.17588 -3.40410 0.5636
H 2.10177 -1.11216 -1.85753 -0.0226
H 0.65871 -2.10861 -2.21232 0.0234
H -0.36985 2.43162 0.18918 0.0463
H -1.65611 1.53387 0.68177 0.0323
H -1.23949 1.50153 -1.08584 0.0626
```

Gap between HOMO and LUMO   7.92 eV
2S+1   1
Relative energy (zero: lowest compared OMol25 entry of this formula, charge and spin)   117.8 kJ/mol
SMILES   C/C(=C(/Br)CBr)S(=O)(=O)[O-]
Total charge   -1

=====

[2]
Formula: C4H5BrO
Source: OMol25
Level of theory: wB97M-V/def2-TZVPD

XYZ file:
```
11
Properties=species:S:1:pos:R:3:lowdin_charge:R:1
C 0.87482 1.87908 0.00804 -0.2926
C 1.50775 1.36588 -0.98942 0.0071
C -1.11906 -1.08825 0.57966 -0.1123
C -2.00862 -0.17689 0.91475 -0.6808
O 0.29092 2.31646 0.91229 0.1586
Br -3.46947 0.29036 -0.18864 0.6506
H 1.33781 0.34274 -1.26116 0.0560
H 2.21485 1.92367 -1.57030 0.0580
H -0.30480 -1.32596 1.24384 0.0602
H -1.17488 -1.63892 -0.34539 0.0533
H -1.98500 0.38273 1.83487 0.0418
```

Gap between HOMO and LUMO   10.30 eV
2S+1   1
Relative energy (zero: lowest compared OMol25 entry of this formula, charge and spin)   87.1 kJ/mol
SMILES   C=C=O.C=CBr

=====

[3]
Formula: C4H5BrO2
Source: OMol25
Level of theory: wB97M-V/def2-TZVPD

XYZ file:
```
12
Properties=species:S:1:pos:R:3:lowdin_charge:R:1
C -1.91753 -1.30158 0.18170 -0.3119
C -1.43010 -0.19391 0.65666 -0.5901
C 0.92703 -0.43067 -0.45712 -0.3934
C 1.43135 0.93977 -0.12702 -0.0677
O -2.30373 -2.26420 -0.32690 0.2096
O 1.16448 -1.42455 0.17499 0.0269
Br -2.14019 1.42990 -0.05369 0.7146
H -0.87265 -0.09493 1.56838 0.0761
H 0.39080 -0.48391 -1.42549 0.1235
H 0.73185 1.71143 -0.43667 0.0368
H 2.35636 1.08410 -0.68900 0.0883
H 1.66233 1.02856 0.93418 0.0874
```

Gap between HOMO and LUMO   8.93 eV
2S+1   1
Relative energy (zero: lowest compared OMol25 entry of this formula, charge and spin)   117.8 kJ/mol
SMILES   O=C=CBr.CC=O

=====

[4]
Formula: C4H5BrO2
Source: OMol25
Level of theory: wB97M-V/def2-TZVPD

XYZ file:
```
12
Properties=species:S:1:pos:R:3:lowdin_charge:R:1
C -1.90577 2.07008 0.08143 -0.0734
C -0.90034 0.05200 0.00941 -0.5098
C 0.45919 -0.16640 -0.03193 -0.4683
C 1.16473 -1.55953 0.01127 -0.0289
O -2.81742 2.16827 0.79542 0.0796
O 1.25729 0.88630 -0.37944 0.0026
Br -2.11356 -1.19791 0.78716 0.6373
H -1.19932 2.77774 -0.45537 0.1189
H 2.11492 -1.58679 0.52136 0.0808
H 1.47839 -1.83888 -0.94595 0.0608
H 0.38856 -2.15410 0.36088 0.0047
H 2.07333 0.54923 -0.75423 0.0956
```

Gap between HOMO and LUMO   8.63 eV
2S+1   1
Relative energy (zero: lowest compared OMol25 entry of this formula, charge and spin)   317.7 kJ/mol

=====

[5]
Formula: C4H5BrSi
Source: OMol25
Level of theory: wB97M-V/def2-TZVPD

XYZ file:
```
11
Properties=species:S:1:pos:R:3:lowdin_charge:R:1
C 0.32815 -1.01884 -0.83159 -0.2439
C -0.91367 -0.37984 -0.79610 -0.1902
C 1.23321 -0.47269 0.17547 -0.3168
C -1.19244 0.75747 0.29968 -0.1804
Si 0.98152 1.28671 0.45750 0.4227
Br 1.37558 2.49696 2.40480 0.1263
H 0.70610 -1.81163 -1.49170 0.0983
H -1.60286 -0.70983 -1.64881 0.1147
H 2.22016 -1.00527 0.13422 0.0521
H -0.98373 0.02482 1.30708 0.1332
H -2.15202 0.83213 -0.01055 -0.0160
```

Gap between HOMO and LUMO (alpha / beta)   7.03 / 7.03 eV
2S+1   1
Relative energy (zero: lowest compared OMol25 entry of this formula, charge and spin)   309.9 kJ/mol
SMILES   Br[Si]1=CC=CC1

=====

[6]
Formula: C4H5Cl2FS
Source: OMol25
Level of theory: wB97M-V/def2-TZVPD

XYZ file:
```
13
Properties=species:S:1:pos:R:3:lowdin_charge:R:1
C 0.08829 -1.53266 0.45274 -0.1614
C 0.88647 -0.49097 -0.47364 -0.8770
C 0.55026 1.01061 -0.19923 -0.7419
C -0.97298 1.42134 -0.05420 -0.3122
H -0.99630 -1.32566 0.28948 0.0040
H 0.38209 -2.61323 0.17556 0.1411
H 0.17697 -0.49864 -1.24862 0.0584
H -1.21603 1.58703 1.26189 0.1842
H -1.10278 2.45200 -0.84449 0.1573
F 0.43933 -1.11970 1.79474 -0.1023
S 1.91199 2.00641 0.26234 0.6422
Cl 2.43376 -0.94114 -0.88843 0.7197
Cl -2.58106 0.04460 -0.52816 0.2879
```

Gap between HOMO and LUMO   8.11 eV
2S+1   1
Relative energy (zero: lowest compared OMol25 entry of this formula, charge and spin)   402.1 kJ/mol

=====

Repeat the second record exactly.
Formula: C4H5BrO
Source: OMol25
Level of theory: wB97M-V/def2-TZVPD

XYZ file:
```
11
Properties=species:S:1:pos:R:3:lowdin_charge:R:1
C 0.87482 1.87908 0.00804 -0.2926
C 1.50775 1.36588 -0.98942 0.0071
C -1.11906 -1.08825 0.57966 -0.1123
C -2.00862 -0.17689 0.91475 -0.6808
O 0.29092 2.31646 0.91229 0.1586
Br -3.46947 0.29036 -0.18864 0.6506
H 1.33781 0.34274 -1.26116 0.0560
H 2.21485 1.92367 -1.57030 0.0580
H -0.30480 -1.32596 1.24384 0.0602
H -1.17488 -1.63892 -0.34539 0.0533
H -1.98500 0.38273 1.83487 0.0418
```

Gap between HOMO and LUMO   10.30 eV
2S+1   1
Relative energy (zero: lowest compared OMol25 entry of this formula, charge and spin)   87.1 kJ/mol
SMILES   C=C=O.C=CBr

=====

Question: What is the 2S+1 in the sixth record?
Answer: 1